{"formula": "C4H10N2O2", "method": "ωB97M-V with the def2-TZVPD basis set", "species": ["O", "C", "N", "C", "O", "C", "C", "N", "H", "H", "H", "H", "H", "H", "H", "H", "H", "H"], "xyz": [[2.0601, 0.5492, 0.4473], [0.8699, 0.2330, 0.3426], [0.0968, 1.0555, 1.2376], [-1.3321, 1.2449, 1.2746], [-1.6112, 2.5984, 0.8122], [0.2741, -1.0840, -0.4166], [1.4582, -1.6798, -1.2598], [-0.9872, -0.7947, -1.0253], [0.7305, 1.7708, 1.6474], [-1.8614, 0.6416, 0.4845], [-1.7500, 1.1929, 2.2264], [-0.7604, 3.1221, 1.0254], [0.1093, -1.7480, 0.6143], [1.6348, -1.3353, -2.2451], [2.3941, -1.4574, -0.7385], [1.2529, -2.7452, -1.2741], [-1.5995, -1.5586, -1.3957], [-0.9788, -0.0054, -1.7573]], "mulliken_spin": [0.28, -0.03, 0.09, 0.02, 0.03, 0.04, 0.09, 0.45, 0.00, 0.01, 0.02, 0.00, 0.00, 0.00, 0.01, 0.00, 0.00, -0.01], "lumo_energy_ev": [-3.84, -9.20], "molar_mass_g_mol": 118.14, "e_above_lowest_kcal_mol": 79.6, "homo_energy_ev": [-14.9, -14.4], "s_squared": 0.7604, "orbital_gap_ev": [11.0, 5.2], "total_charge": 1, "spin_multiplicity": 2}